# C16H36N5O10V

A molecular structure, C16H36N5O10V in a non-equilibrium geometry (ωB97M-V/def2-TZVPD, the OMol25 dataset).

```
68
Properties=species:S:1:pos:R:3:forces:R:3:lowdin_charge:R:1
O 1.055658 0.437971 -0.073480 0.74 -0.44 1.04 -0.247
V 1.937392 -0.066974 1.111049 -0.54 1.64 2.38 1.281
O 1.678559 0.944063 2.360891 0.65 -2.56 -3.29 -0.267
O 4.181309 -5.103567 1.060813 0.84 -2.90 0.11 0.150
C 3.814308 -3.882402 0.985550 -0.45 5.88 3.02 -0.964
O 3.509582 -3.391862 -0.080331 -1.25 0.26 -4.36 -0.038
O 3.841788 -3.107898 1.985613 -0.26 -0.28 1.82 -0.059
H 4.137001 -5.204328 0.107155 0.29 -1.59 -0.74 0.111
C -3.243420 -4.000376 -4.718968 -2.06 -1.57 1.61 -0.309
O -4.139340 -4.586484 -4.020002 3.04 1.89 -2.23 -0.057
N -1.982303 -3.719870 -4.323337 2.38 0.07 0.77 -0.161
C -0.941009 -2.898315 -5.125744 -1.95 -1.56 0.68 -0.010
C -1.474634 -4.293742 -3.053760 -0.34 -0.80 0.01 -0.056
H -3.410974 -3.708678 -5.767315 -0.27 0.15 0.15 0.126
H -0.000486 -3.400426 -5.352478 -0.17 -0.67 0.50 0.076
H -0.689896 -2.032229 -4.513423 -0.34 0.32 -0.52 0.077
H -1.406955 -2.770754 -6.102844 0.00 0.90 0.17 0.073
H -0.747383 -5.092240 -3.200727 0.39 0.19 -0.67 0.084
H -1.006413 -3.609690 -2.345980 -0.26 0.49 -0.32 0.082
H -2.249616 -4.860068 -2.537232 -0.44 0.60 -0.12 0.078
C -2.684559 -1.897966 3.015536 0.37 0.01 -0.77 -0.382
O -1.619386 -1.819529 2.468485 2.04 -0.06 -0.44 0.013
N -3.765921 -1.315529 2.507744 -1.93 -0.34 0.42 -0.175
C -3.855342 -0.573246 1.231892 -0.16 0.10 0.39 -0.022
C -4.978158 -1.470958 3.303448 -0.89 0.86 -0.77 -0.067
H -2.833558 -2.484824 3.935109 -0.15 0.19 0.04 0.137
H -3.163777 0.268191 1.189458 0.31 -0.29 0.09 0.087
H -4.841929 -0.121678 1.127823 -0.14 -0.11 0.51 0.081
H -3.778412 -1.172939 0.324941 0.49 -0.38 0.28 0.091
H -5.748446 -2.086779 2.839201 0.11 -0.15 -0.38 0.086
H -4.842819 -1.898346 4.296998 0.49 0.32 -0.11 0.083
H -5.385456 -0.460662 3.342370 -0.39 -0.07 0.64 0.084
C -0.065344 0.626733 8.159024 2.54 -1.98 1.29 -0.298
O 0.950666 -0.042184 8.487570 -2.44 1.65 -1.13 -0.030
N -1.300087 0.358378 8.629035 -1.11 0.33 -0.87 -0.207
C -2.430270 1.275141 8.499532 1.09 0.66 0.07 -0.058
C -1.666839 -0.833290 9.326792 0.41 -0.82 1.10 -0.066
H -0.002464 1.488156 7.476243 -0.09 0.01 0.18 0.131
H -2.113172 2.181004 7.982850 0.11 0.02 0.00 0.082
H -2.655353 1.550242 9.529948 -0.66 0.17 -0.13 0.090
H -3.298416 0.904172 7.954730 0.07 -0.45 0.21 0.087
H -0.806777 -1.427377 9.635718 0.13 0.11 -0.49 0.092
H -2.162303 -0.596213 10.268283 -0.15 0.31 0.08 0.086
H -2.374248 -1.451653 8.774254 0.10 0.00 -0.32 0.091
C -2.342592 2.188241 -5.277771 -3.47 -3.02 -2.44 -0.294
O -3.345380 1.712730 -5.917073 3.05 1.80 1.99 -0.055
N -1.128033 2.374470 -5.811417 -1.63 0.14 0.68 -0.220
C -0.118600 2.806566 -4.908528 1.80 0.21 -0.77 -0.080
C -0.725143 1.917825 -7.125670 0.22 -0.46 0.53 -0.028
H -2.367345 2.258070 -4.179273 -0.15 0.59 -0.18 0.130
H -0.466139 3.230162 -3.966256 -0.20 -0.39 -0.18 0.093
H 0.479964 3.567478 -5.409371 0.06 0.35 0.10 0.088
H 0.576304 1.973754 -4.800690 0.19 -0.07 0.74 0.088
H -0.462169 2.797937 -7.712488 0.11 -0.44 -0.41 0.097
H 0.100853 1.228410 -6.950930 0.75 0.45 -0.17 0.086
H -1.412127 1.218658 -7.602442 -0.73 0.83 0.11 0.093
C 6.111975 2.646767 -1.184594 -3.94 -0.70 2.37 -0.330
O 5.161283 2.232077 -0.464357 1.92 0.09 -1.32 -0.065
N 6.107614 3.894264 -1.648549 1.58 -0.08 -2.47 -0.180
C 4.993864 4.883964 -1.552004 1.16 -0.79 0.98 -0.013
C 7.339372 4.185305 -2.471604 -1.42 0.91 1.44 -0.031
H 6.967762 2.013491 -1.465289 -0.15 0.20 0.16 0.134
H 4.096107 4.381545 -1.191867 0.23 -0.04 0.01 0.080
H 4.762855 5.444974 -2.457545 0.42 -0.41 -0.26 0.085
H 5.363781 5.576400 -0.795830 -0.53 0.35 0.04 0.089
H 8.113771 3.481314 -2.166967 -0.08 0.13 -0.29 0.077
H 7.140249 4.161674 -3.543000 0.08 0.09 0.07 0.086
H 7.610974 5.172950 -2.098921 0.53 0.15 -0.67 0.084
```
Forces are in eV/Å.

## Properties
Total energy ... -2601.1906 Eh
Gap between HOMO and LUMO ... 3.761 eV
E_HOMO ... -7.5 eV